1.
Here is a molecular structure, C16H27N2O7Pt at a distorted geometry from OMol25. Energies are from wB97M-V/def2-TZVPD.

As for the highest occupied orbital energy (spin up / spin down): -12.6 / -12.6 eV. The LUMO energy (spin up / spin down) comes out at -4.96 / -4.80 eV. The energy above the lowest of the compared OMol25 structures with the same formula, charge and spin comes out at 7.8 kcal per mole. The value obtained for the calculated total energy is -37581.6341 eV. Its net charge is +1. The value obtained for the gap between HOMO and LUMO (spin up / spin down) is 7.6183 / 7.8320 eV.

XYZ file:
```
53
Properties=species:S:1:pos:R:3:forces:R:3
Pt 0.255062 0.036147 -0.539430 -0.6469 -0.3085 2.2255
C -0.580938 2.211847 -3.019530 -0.3793 -0.2672 -0.0007
C -1.857438 1.525347 -2.521330 0.3064 0.6392 -0.1186
O -1.604638 0.202147 -2.079730 0.4561 -0.4829 0.0166
C -1.628938 -0.808053 -3.076430 0.0822 -0.4694 -0.0723
C -1.009138 -2.063053 -2.455830 -0.5164 0.0724 -0.1909
O 0.322562 -1.836353 -2.019430 0.0416 0.2681 -0.0408
C 1.322962 -1.867853 -3.030530 0.5150 0.1832 -0.0401
C 2.584462 -1.206153 -2.456630 -0.3581 -0.6252 -0.1198
O 2.326262 0.096447 -1.968930 -0.5902 0.4251 0.4949
C 2.357862 1.129847 -2.942230 -0.2174 0.5379 -0.1027
C 1.719462 2.384047 -2.335530 0.4480 -0.1940 -0.0893
O 0.367562 2.175347 -1.961430 -0.1302 -0.2157 0.1090
H -0.804638 3.251847 -3.289830 0.0360 -0.1244 0.0180
H -0.197238 1.697847 -3.910530 0.0041 0.0510 0.0764
H -2.619038 1.524847 -3.309530 0.0621 0.0317 0.1303
H -2.236038 2.054947 -1.643530 -0.0109 -0.0104 -0.1474
H -1.071838 -0.496953 -3.968630 -0.0524 0.0467 0.0638
H -2.666538 -1.014153 -3.364930 0.1251 -0.0126 -0.0040
H -1.041638 -2.898653 -3.163530 -0.0538 0.0826 0.0929
H -1.560738 -2.319153 -1.546630 -0.0060 -0.0672 -0.1775
H 0.983562 -1.348453 -3.935030 -0.0120 -0.0274 0.1018
H 1.543962 -2.911053 -3.288630 -0.0162 0.1403 -0.0134
H 3.371162 -1.185353 -3.220130 -0.0632 -0.0211 0.1465
H 2.922962 -1.777653 -1.589930 0.0534 0.0115 -0.1254
H 1.817962 0.825447 -3.848630 0.0666 -0.0283 0.0730
H 3.397262 1.346547 -3.215330 -0.0999 -0.0239 0.0302
H 1.801962 3.217947 -3.042230 0.0258 -0.0720 0.0931
H 2.233662 2.635347 -1.404030 0.0263 0.0334 -0.1454
C -1.897638 1.878547 3.138470 -0.0940 -0.1115 0.1156
C -1.996138 0.465947 3.704670 0.0572 0.2029 -0.1395
C -0.734538 -0.390353 3.414170 -0.5452 -0.3183 0.3857
C -0.988438 -1.872353 3.773270 0.2418 -0.0119 -0.1429
C 0.128962 -2.772353 3.257570 -0.1357 0.0388 0.1417
C 0.394062 0.145547 4.285670 -0.0563 -0.0405 -0.4048
O 0.401162 0.031347 5.480670 -0.0768 -0.0324 0.1894
N 1.406462 0.814547 3.632170 0.4199 0.2287 0.2620
C 1.588362 0.978147 2.268870 0.2508 0.1869 -0.0769
O 2.506862 1.602047 1.809170 0.1022 0.0351 -0.0395
N 0.637062 0.362847 1.481570 -0.7878 -0.5893 -1.0947
C -0.436738 -0.288753 1.956670 1.2812 0.7337 0.5353
O -1.174338 -0.794153 1.089470 0.1844 0.1712 -1.7391
H -2.788638 2.442147 3.403970 -0.0156 0.0874 -0.0249
H -1.821138 1.859347 2.050970 -0.0270 0.0797 -0.0684
H -1.034738 2.410047 3.534170 0.0763 0.1105 0.0412
H -2.859138 -0.035653 3.266370 0.0272 -0.1070 0.0457
H -2.128638 0.504647 4.786270 0.0078 -0.1328 -0.0130
H -1.936238 -2.184653 3.336570 -0.0705 0.0879 0.0298
H -1.061338 -1.947153 4.858670 -0.0778 0.0981 -0.0444
H 0.171662 -2.752153 2.169670 0.0581 -0.0740 -0.0773
H -0.045238 -3.797853 3.567070 0.0532 -0.1305 0.0139
H 1.094362 -2.460353 3.651270 0.1502 -0.0266 0.0496
H 2.124062 1.217547 4.230670 -0.1196 -0.0589 -0.2283
```
Positions in Å, forces in eV/Å.



2.
Here is a molecular structure, C16H27N2Ti at a distorted geometry from OMol25. Energies are from wB97M-V/def2-TZVPD.

As for the highest occupied orbital energy (spin up / spin down): -15.7 / -15.8 eV. The LUMO energy (spin up / spin down) comes out at -7.57 / -7.49 eV. As for the spin multiplicity: 2. The energy above the lowest of the compared OMol25 structures with the same formula, charge and spin comes out at 0.0 kcal per mole. The value obtained for the calculated total energy is -43109.5642 eV. Its net charge is +2. The value obtained for the gap between HOMO and LUMO (spin up / spin down) is 8.1684 / 8.3102 eV.

XYZ file:
```
46
Properties=species:S:1:pos:R:3:forces:R:3
C 0.931638 2.004734 0.005060 2.8339 1.8227 0.2170
H 1.150156 2.582359 0.969429 0.2791 -1.5629 -1.0993
H 1.772899 2.210494 -0.693500 -0.3867 0.9599 0.2549
H 1.406514 0.946303 -0.001123 -0.7189 0.5381 0.6545
C -0.329930 2.704491 -0.515811 -1.6503 0.0675 -0.0571
H -1.054727 2.129942 -1.117458 0.2724 -0.4808 -0.3124
H -0.952358 3.013488 0.330817 0.2264 -0.2332 0.2006
C -0.036880 4.012960 -1.281668 0.5034 0.0949 -0.3478
H -0.936081 4.585636 -1.568683 0.2035 -0.5803 0.3055
H 0.577330 4.680133 -0.668538 -0.0866 -0.1560 0.0209
H 0.531624 3.819765 -2.196775 -0.0899 -0.0495 0.0903
C -0.841709 -2.003399 -0.841138 0.8282 0.3693 -0.6809
C -1.249867 -0.951555 -1.742571 0.8028 -0.4533 0.0062
C -0.053798 -0.375995 -2.334358 0.3210 -0.9148 0.5999
C 1.084668 -1.029722 -1.730371 -0.7535 -0.1439 -0.2559
C 0.602108 -1.994354 -0.776506 -0.8026 -0.1475 -1.2168
C 1.443519 -2.959866 -0.011758 0.2395 -0.0565 0.2557
C 2.522983 -0.801557 -2.081358 0.3635 0.2680 0.0392
C 0.001530 0.680324 -3.397631 -0.0121 0.3461 -0.1682
C -2.657597 -0.504858 -1.971188 -0.3260 -0.0105 -0.2142
C -1.748072 -2.929897 -0.109599 -0.4108 -0.1280 0.3428
Ti -0.166966 -0.009687 -0.103199 -0.5123 0.7667 -0.1912
H 3.200250 -1.095486 -1.262366 -0.2676 0.2101 -0.3117
H 2.828623 -1.391548 -2.962271 -0.2870 0.1672 0.2805
H 2.694838 0.257611 -2.331821 0.0963 -0.3710 0.0680
H 2.435924 -2.541243 0.200779 -0.2498 -0.2127 0.0224
H 0.965652 -3.253252 0.932747 0.1902 -0.0042 -0.1927
H 1.586352 -3.881248 -0.599350 -0.0445 0.2898 0.1785
H -2.688247 -2.424640 0.148084 0.1736 -0.2191 0.0095
H -2.010735 -3.803419 -0.728562 0.1731 0.3208 0.1121
H -1.290820 -3.315761 0.812530 -0.1630 0.0801 -0.2783
H -2.671561 0.520427 -2.367786 -0.1725 -0.3506 0.0395
H -3.145259 -1.172931 -2.701587 0.0723 0.3418 0.2230
H -3.260361 -0.530950 -1.047182 0.2155 -0.0234 -0.3417
H 0.825004 1.402364 -3.247508 -0.3489 -0.3274 -0.0186
H 0.156802 0.227572 -4.390648 -0.0322 0.0369 0.3711
H -0.945795 1.234721 -3.452112 0.3200 -0.0918 -0.0196
N -0.915950 -1.025096 2.677615 0.8332 -1.3383 0.1980
C -1.718735 -0.784363 3.705798 -0.3636 0.0339 0.9953
C -2.525789 0.305381 3.358894 -0.1395 0.3075 0.0011
C -2.125540 0.654268 2.068275 0.2943 -0.7844 0.3509
N -1.136868 -0.199101 1.629259 -1.1245 0.5988 1.7757
H -0.194318 -1.771012 2.677921 -0.7770 0.8814 -0.3194
H -1.659764 -1.390575 4.647844 -0.0831 0.7560 -1.1796
H -3.289647 0.794041 3.984268 0.5829 -0.4060 -0.5255
H -2.476642 1.456399 1.427507 -0.0223 -0.2114 0.1182
```
Positions in Å, forces in eV/Å.



3.
Here is C16H27N3O3S in the gas phase from OMol25. Energies are from wB97M-V/def2-TZVPD.

The SMILES is CCCC[C@H](CC)COCCCNC=C1C(=O)NC(=S)NC1=O. As for the highest occupied orbital energy: -8.8 eV. The LUMO energy comes out at -0.11 eV. The energy above the lowest of the compared OMol25 structures with the same formula, charge and spin comes out at 2.1 kcal per mole. The value obtained for the calculated total energy is -38480.2392 eV. Its net charge is 0. The value obtained for the gap between HOMO and LUMO is 8.6597 eV.

XYZ file:
```
50
Properties=species:S:1:pos:R:3:forces:R:3
C 5.039591 2.232049 2.290779 0.0532 -0.1034 -0.2243
C 4.787128 1.966058 0.811112 -0.1368 0.2059 0.0472
C 3.316711 2.114833 0.417996 0.1699 -0.3002 0.1195
C 2.424760 1.041811 1.038095 -0.1254 0.2002 -0.3492
H 2.389164 1.167934 2.120324 0.0075 -0.0747 0.1174
H 2.857262 0.060040 0.831410 0.0699 -0.0608 0.0832
C 0.996547 1.041036 0.482864 -0.0925 -0.1900 0.2700
C 0.241063 -0.183887 1.007382 -0.0468 0.3609 -0.0616
O 0.679491 -1.320148 0.288783 0.1534 -0.1185 -0.2228
C -0.008105 -2.500092 0.620380 -0.0785 -0.3145 0.0967
C 0.322283 -3.574495 -0.415495 -0.0652 0.5103 -0.0053
H 1.373694 -3.846610 -0.329853 0.0509 -0.1044 0.0161
H -0.287948 -4.456232 -0.216959 0.0266 -0.0729 0.0220
C 0.079668 -3.062464 -1.843554 0.5769 -0.2092 0.3263
N -1.284002 -2.650071 -2.037054 -0.4290 -0.0944 -0.0556
C -1.712679 -1.432282 -1.797668 -0.2922 0.0888 -0.1256
C -3.045612 -1.053338 -1.800664 -0.0293 -0.1244 -0.0263
C -4.085119 -2.019693 -2.065339 0.2722 0.2655 0.0986
O -3.897422 -3.208510 -2.291637 -0.0263 -0.2433 -0.0654
N -5.377557 -1.524525 -2.048599 -0.0245 -0.1551 -0.0451
C -5.736880 -0.234309 -1.799969 -0.3211 0.0762 0.0024
S -7.306950 0.239768 -1.818154 -0.3240 0.1042 -0.0007
N -4.724479 0.630853 -1.529948 0.1277 0.1167 0.0154
C -3.365601 0.328155 -1.495268 0.0609 -0.2528 -0.0063
O -2.562464 1.192462 -1.209982 0.1670 0.2199 0.0302
H -4.983425 1.590433 -1.330106 0.0145 -0.2007 -0.0422
H -6.126374 -2.180085 -2.242074 0.1216 0.1656 0.0441
H -0.973034 -0.666189 -1.592418 0.0905 -0.0415 0.0447
H -2.013381 -3.351866 -2.186911 0.0685 0.1857 0.0004
H 0.732948 -2.204195 -2.012838 -0.0627 -0.1134 -0.1216
H 0.316096 -3.849727 -2.562217 0.0132 0.1404 -0.0161
H 0.278219 -2.846732 1.625546 -0.0838 0.0460 -0.0997
H -1.094061 -2.309371 0.633576 0.1049 -0.0263 0.0413
H 0.423654 -0.329890 2.081825 -0.0364 0.0147 -0.0339
H -0.841595 -0.050230 0.858461 0.0243 -0.0255 0.0180
C 0.209430 2.329712 0.751389 0.0547 -0.1197 0.0293
C 0.017620 2.661525 2.226929 0.0362 0.0108 -0.2512
H -0.504431 1.859724 2.742916 -0.0688 -0.0722 0.1506
H -0.574682 3.568464 2.325062 -0.0511 0.0576 0.0945
H 0.971627 2.828686 2.720494 0.0900 0.0201 0.1451
H 0.723638 3.159407 0.264309 -0.0379 0.0416 -0.0729
H -0.768406 2.230843 0.275280 0.0292 0.0506 -0.0705
H 1.059005 0.921735 -0.604898 -0.0251 -0.0338 -0.0130
H 3.237141 2.052439 -0.670216 -0.0759 0.0677 -0.0530
H 2.971539 3.105005 0.720152 -0.0420 0.1117 -0.0601
H 5.378296 2.671330 0.221714 0.0525 -0.0690 -0.0385
H 5.128744 0.959138 0.560180 0.0451 -0.0152 -0.0855
H 4.546132 1.488436 2.910982 -0.0409 -0.0447 0.1393
H 4.667253 3.215923 2.568789 -0.0379 0.1114 0.0866
H 6.105506 2.197142 2.505092 0.0730 0.0081 0.1077
```
Positions in Å, forces in eV/Å.